ORCA calculation (ωB97M-V/def2-TZVPD) on a molecular structure, C26H52BeBrCaCl4F2IN3O6S at a distorted geometry.

XYZ file:
```
98
Properties=species:S:1:pos:R:3:forces:R:3
C 3.8268 1.2799 -2.9840 1.76 -0.75 -0.91
C 2.7622 0.1918 -3.3782 -0.16 -0.68 1.24
N 1.3997 0.6856 -3.6389 1.39 -1.41 -3.96
I 0.6717 1.5310 -1.6443 -0.32 0.73 2.73
C 1.4247 1.8320 -4.5877 0.83 -0.29 -1.34
C 0.1845 2.0589 -5.5088 -0.55 1.16 0.03
C -1.0197 2.9268 -4.9267 -0.45 -0.30 0.52
C -0.6006 4.1316 -3.9992 0.36 0.48 -1.50
C -2.1670 2.1315 -4.1850 -0.47 0.10 -0.38
C -2.8780 1.0271 -5.0429 -1.48 -0.50 0.13
C -4.1043 0.5034 -4.1796 0.57 -0.34 0.57
C -3.9546 -0.0281 -2.8892 -0.03 0.09 0.46
C -4.5435 0.7378 -1.6396 -0.23 -1.26 -0.74
C -3.1862 -1.3541 -2.5781 0.95 1.55 0.26
C 0.4913 -0.4286 -3.9314 -0.46 -0.91 -0.33
C 0.8582 -1.3586 -5.1408 0.11 -2.08 0.16
C 1.7109 -2.6325 -4.7176 0.26 0.63 -0.44
F 1.5579 -0.7351 -6.1953 -0.49 0.32 0.81
H 3.4048 2.3195 -2.7601 -0.95 -0.48 -0.25
H 4.5202 1.4084 -3.8620 -0.59 0.27 0.89
H 4.5008 0.9535 -2.1426 -0.80 0.24 -0.60
H 2.6809 -0.5205 -2.5067 0.03 0.64 -0.75
H 3.2064 -0.4121 -4.2109 -0.38 0.78 0.40
H 1.7079 2.7520 -4.0004 -0.71 -0.69 -0.47
H 2.3104 1.6665 -5.2693 -0.90 0.12 0.43
H 0.5626 2.6464 -6.3929 -0.18 -0.58 0.89
H -0.2566 1.1371 -5.9604 0.71 0.51 0.53
H -1.5126 3.3921 -5.8257 0.45 -0.54 0.79
H -1.2482 5.0026 -4.2845 0.45 -0.77 0.67
H 0.4435 4.4479 -4.2852 -0.89 -0.19 0.57
H -0.6636 3.9272 -2.9061 0.02 0.08 -0.84
H -2.9643 2.8897 -3.9314 0.66 -0.71 -0.16
H -1.8711 1.6620 -3.2133 0.16 0.44 -0.67
H -3.3514 1.5354 -5.9265 0.69 -0.71 0.56
H -2.2022 0.1929 -5.3658 -0.41 0.67 0.11
H -5.1528 0.5754 -4.5583 0.91 1.45 0.58
H -4.6577 0.0227 -0.7821 -0.28 0.65 -0.72
H -5.4866 1.2691 -1.9128 0.61 -0.33 0.40
H -3.8124 1.5196 -1.2792 -0.51 -0.61 -0.74
H -2.1019 -1.1334 -2.3279 -0.78 -0.37 -0.17
H -3.2214 -2.0579 -3.4372 -0.01 0.50 0.69
H -3.6224 -1.7950 -1.6452 0.30 0.25 -0.97
H -0.5825 -0.1253 -4.0601 1.22 0.39 0.21
H 0.4824 -1.0896 -3.0158 0.06 0.56 -0.82
H -0.0881 -1.7709 -5.5859 0.71 0.72 0.36
H 1.7904 -2.7212 -3.6100 -0.17 -0.17 -0.82
H 2.7474 -2.5294 -5.1405 -0.91 -0.04 0.41
H 1.2792 -3.5515 -5.1748 0.29 0.64 0.56
C 0.6345 -0.5247 2.7804 -0.16 0.01 0.05
C 1.5557 -1.6466 3.2641 0.14 0.07 0.06
C 0.9727 -2.9718 2.7592 0.09 0.12 0.56
S 0.0804 -2.5847 1.2580 -1.88 -0.97 -1.20
O -1.3973 -2.8405 1.5031 9.69 1.82 -6.19
O 0.7899 -3.1428 0.1205 0.48 0.11 -0.10
C 0.3614 -0.8198 1.3081 0.17 0.57 0.54
H 1.0890 0.4597 2.9152 0.07 0.02 0.10
H -0.3015 -0.5455 3.3476 0.01 0.02 -0.06
H 2.5550 -1.5022 2.8472 -0.04 -0.02 0.03
H 1.6519 -1.6487 4.3502 0.02 -0.03 -0.05
H 1.7541 -3.6975 2.5361 -0.27 0.00 -0.07
H 0.2660 -3.3958 3.4745 -0.06 0.01 -0.18
H -0.5093 -0.2929 0.9173 -0.10 -0.27 -0.16
H 1.2369 -0.6065 0.6943 -0.02 -0.09 -0.04
N -6.1119 3.6442 -2.9934 -0.16 0.00 -0.03
O -5.5171 4.1502 -2.0166 0.27 -0.10 0.04
O -5.5848 3.6639 -4.1238 0.23 -0.09 0.06
O -7.2224 3.1184 -2.8349 0.17 -0.05 0.02
Ca -0.3109 2.9733 0.2948 -1.14 1.09 1.48
C 1.9109 -1.3856 7.6039 -0.69 0.15 0.20
C 2.2286 0.0163 7.1305 0.10 -0.43 -0.36
O 1.0874 0.7310 6.6628 0.10 0.56 0.08
C 0.0677 0.9426 7.6026 0.44 -1.71 -0.41
C 0.5160 1.7655 8.8060 -0.89 1.78 -0.23
H 1.3739 -1.9411 6.8314 0.11 0.02 0.00
H 2.8375 -1.9247 7.8481 0.40 -0.46 -0.07
H 1.2815 -1.3779 8.4975 0.12 -0.13 0.07
H 2.9183 -0.0482 6.2865 -0.12 0.23 -0.02
H 2.7436 0.5909 7.9104 -0.16 0.13 0.14
H -0.3657 -0.0109 7.9171 0.06 0.07 0.16
H -0.7259 1.4902 7.0835 0.07 0.25 0.20
H 1.2942 1.1848 9.4204 0.62 -0.48 0.37
H -0.3300 1.9908 9.4534 0.00 -0.05 -0.08
H 0.9754 2.7013 8.4906 0.13 -0.11 0.11
C -5.2294 -3.4375 3.2136 0.45 0.03 -0.33
C -3.8116 -3.2225 2.8436 -0.77 -0.12 -0.22
N -2.7087 -3.0543 2.5341 -8.03 -1.22 7.36
H -5.2958 -4.2151 3.9736 0.02 0.04 -0.04
H -5.6499 -2.5134 3.6089 0.02 -0.05 -0.02
H -5.8011 -3.7442 2.3367 0.01 0.02 0.08
C 5.7713 -2.9574 2.6257 0.07 -0.25 0.21
Cl 4.2508 -3.5193 1.9080 0.23 0.03 -0.17
Cl 5.5374 -1.3970 3.4261 0.01 0.05 -0.07
Cl 6.3982 -4.1488 3.7588 -0.06 0.13 -0.12
H 6.4955 -2.8276 1.8288 -0.10 0.02 0.05
Cl 1.8979 1.8298 10.9372 -0.05 -0.28 -0.24
F 3.8773 -3.4333 7.7031 -0.27 0.48 0.01
Be 4.4159 3.2822 -2.1112 3.41 -0.97 -0.15
Br 7.0149 2.7928 -2.2378 -3.08 0.75 0.24
```
Positions in Å, forces in eV/Å.

Calculated values
E_LUMO = -7.96 eV
HOMO-LUMO gap = 1.0 eV
Charge = +1
Largest force on an atom = 0.2264 Eh/bohr